Entry 1:
The following is a quantum chemistry calculation of a cluster of 4 separate species, C26H66N2O13P3 in total, from OMol25.

Properties
- E_HOMO: -0.415 Ha
- Kohn-Sham gap: 8.33 eV
- Charge: +1

XYZ file:
```
110
Properties=species:S:1:pos:R:3:forces:R:3:mulliken_charge:R:1
P -6.2070 6.4244 -2.7270 -3.86 0.64 4.24 1.137
P 0.5026 3.7108 -2.5958 0.32 -1.83 -7.91 1.147
P 2.0722 -7.5171 0.6954 -3.31 -2.55 3.93 1.115
O -6.9897 6.5619 -3.9705 2.35 -0.34 -1.32 -0.783
O -6.8212 7.5584 -1.7515 0.46 -0.02 -0.20 -0.360
O 1.2174 -1.0253 5.1717 0.54 -0.12 0.16 -0.350
O -4.7934 6.5587 -1.9630 0.53 -0.17 -2.18 -0.410
O 0.9025 2.2591 -3.2890 -0.12 -0.12 1.08 -0.345
O 2.0012 -7.7606 2.2997 0.42 0.11 -0.29 -0.415
O -0.0847 4.5348 -3.8663 -0.33 0.46 0.76 -0.339
O -1.0340 3.1635 -2.3978 0.56 1.12 2.90 -0.335
O 1.5249 -6.1524 0.5290 2.04 0.42 -1.72 -0.757
O -6.6993 5.0535 -1.9963 0.82 0.17 -0.64 -0.338
O 0.9648 -8.5670 0.1566 0.82 0.51 -0.50 -0.325
O 1.8667 4.3048 -2.4937 -0.66 0.57 3.66 -0.832
O 3.3484 -8.4919 0.6261 0.52 1.78 -1.38 -0.385
N 4.9454 -0.2545 2.4783 0.41 0.30 1.12 0.063
N 2.8927 0.9861 2.5177 0.15 0.21 0.88 -0.506
C -6.0447 2.8676 -2.8377 0.16 0.14 0.06 -0.953
C 2.0696 1.5248 -2.9482 0.27 -0.17 -0.18 -0.300
C 4.2787 -7.7131 -1.5100 -0.13 0.17 0.12 -1.096
C 1.3818 -2.4341 5.1268 -0.17 -0.42 -0.38 -0.846
C 2.8432 -2.5124 3.1294 0.13 -0.46 0.01 -0.787
C -7.6597 8.6018 -2.2539 -0.33 0.11 0.02 -0.283
C -0.9247 2.5833 -0.0191 0.07 0.17 -0.01 -1.073
C 2.7589 -2.8637 4.6171 -0.63 0.01 -0.17 -0.208
C -7.1334 3.9208 -2.7462 -0.26 -0.45 -0.08 -0.327
C 0.3021 -6.6502 3.6036 -0.10 -0.03 -0.02 -1.147
C -9.1185 8.2629 -2.0330 -0.06 -0.11 0.10 -1.051
C -1.3234 2.1655 -1.4183 -0.25 -0.42 0.18 -0.050
C 1.7619 -6.6889 3.2007 -0.25 0.06 0.28 0.126
C -3.3594 5.6043 -3.7170 -0.13 0.02 -0.14 -0.851
C 3.8817 -8.8909 -0.6453 0.31 -0.31 -0.42 -0.159
C 0.4307 5.8196 -4.2365 0.22 0.14 -0.28 -0.208
C 0.5592 -8.8848 -2.2217 0.23 -0.04 0.10 -1.064
C 1.4290 5.6837 -5.3657 0.03 -0.14 -0.09 -1.232
C 1.8369 1.0367 6.2411 -0.61 -0.74 -0.39 -0.957
C 1.6467 -0.4798 6.4166 -0.23 1.07 -0.08 -0.341
C -3.7408 5.6330 -2.2535 0.51 -0.29 0.03 -0.157
C 4.2338 -2.6566 2.5052 -0.72 0.22 0.20 -0.693
C 5.2356 -1.6351 2.9953 0.66 -0.61 -0.50 -0.943
C 0.0857 -8.2536 -0.9275 -0.48 -0.05 -0.36 -0.195
C 3.9898 0.5575 3.3547 -0.56 0.29 -0.43 -0.484
C 1.7412 0.4015 -1.9811 -0.13 0.10 0.08 -0.973
H 2.4025 -1.5327 2.9382 0.12 0.06 -0.01 0.426
H -2.5420 4.9011 -3.8781 0.00 0.00 0.01 0.202
H 1.4014 0.8111 -1.0251 0.04 -0.04 0.03 0.128
H 0.8694 6.3292 -3.3798 0.07 -0.12 0.04 0.395
H 3.5605 -2.4535 5.2367 0.03 0.07 -0.04 0.260
H 5.0215 -7.0973 -1.0011 0.03 -0.03 -0.01 0.324
H 5.8268 0.2554 2.4839 0.05 -0.02 -0.35 0.400
H -4.2035 5.3016 -4.3473 0.03 -0.02 0.05 0.365
H -0.3441 -6.5808 2.7288 0.06 0.11 -0.05 0.286
H -7.4661 4.2028 -3.7455 0.02 0.22 0.05 0.317
H 2.5870 -0.9173 6.7601 -0.12 -0.33 0.02 0.308
H 4.5724 -0.2462 1.5269 -0.13 -0.13 0.01 0.302
H -3.0442 6.5936 -4.0521 0.01 0.00 0.03 0.328
H -2.4009 2.0015 -1.4511 -0.01 0.16 -0.15 0.325
H -5.1901 3.2403 -3.4080 -0.03 -0.04 -0.05 0.161
H -1.1806 1.8030 0.6981 0.01 0.00 0.01 0.399
H -9.3307 8.1828 -0.9660 0.00 0.04 0.00 0.274
H 0.9425 5.2779 -6.2532 -0.02 0.05 -0.01 0.303
H -7.4020 9.5058 -1.6995 0.10 -0.08 0.07 0.333
H 2.4600 1.1107 -3.8796 -0.05 0.02 -0.02 0.337
H -5.6868 2.5934 -1.8435 -0.06 -0.03 0.01 0.216
H 4.5463 1.3944 3.7719 0.21 -0.07 -0.09 0.383
H 2.6185 -0.2210 -1.7931 0.01 0.01 -0.05 0.403
H 2.7867 -3.9529 4.7057 0.26 0.00 0.12 0.373
H 0.8363 -0.6131 7.1353 0.29 -0.44 0.30 0.467
H 0.6559 -2.8077 4.4000 -0.11 0.09 0.04 0.380
H 2.5854 1.4417 6.9145 -0.02 0.11 0.02 0.293
H 0.9438 -0.2294 -2.3743 0.05 -0.05 -0.03 0.287
H 5.3226 -1.5817 4.0788 -0.26 0.14 0.03 0.421
H 0.0998 -5.7972 4.2560 0.01 -0.02 0.02 0.334
H -2.8823 5.9516 -1.6607 -0.12 0.13 0.06 0.268
H 1.5151 -8.4580 -2.5357 -0.04 0.04 -0.05 0.202
H 1.8603 6.6531 -5.6180 -0.03 0.01 0.00 0.400
H -9.7631 9.0330 -2.4590 0.02 0.01 0.01 0.374
H 4.6167 -3.6561 2.7143 0.12 0.03 0.04 0.351
H -0.1652 -8.7145 -3.0182 -0.02 0.02 0.02 0.405
H -1.4376 3.5023 0.2673 -0.04 -0.02 0.01 0.303
H 2.2362 5.0024 -5.0971 0.03 0.07 0.12 0.278
H 3.1675 -9.5397 -1.1562 -0.14 0.09 0.08 0.211
H -0.0281 -7.1767 -1.0547 0.13 0.04 0.21 0.269
H 2.0960 1.2005 5.1954 0.30 0.26 0.08 0.085
H -7.9965 3.5093 -2.2203 0.01 0.09 0.06 0.344
H -0.8541 1.2239 -1.7082 0.13 0.08 -0.05 0.092
H 1.1301 -2.9236 6.0711 0.09 0.28 0.19 0.340
H 2.1949 -3.2210 2.6082 -0.06 0.07 -0.05 0.454
H 3.4159 -7.0742 -1.7309 0.03 -0.05 -0.06 0.341
H 4.6984 -8.0565 -2.4548 -0.02 -0.02 -0.01 0.372
H 4.7593 -9.4988 -0.4296 -0.05 0.02 0.20 0.315
H 2.9010 1.9975 2.4625 -0.10 0.02 -0.30 0.281
H 3.6523 -0.0637 4.1792 0.08 -0.25 -0.13 0.170
H 2.0311 0.7418 2.9969 -0.17 -0.13 -0.31 0.245
H -0.4213 6.4166 -4.5664 -0.09 -0.12 0.04 0.309
H -7.4555 8.7981 -3.3052 0.01 -0.15 -0.04 0.336
H -9.3720 7.3054 -2.4881 0.05 0.04 -0.13 0.278
H -4.0185 4.6381 -1.8952 -0.16 0.03 -0.04 0.121
H 6.2322 -1.9057 2.6437 -0.01 0.11 -0.14 0.417
H 2.0796 -5.7365 2.7713 -0.07 -0.03 -0.13 -0.083
H -0.8929 -8.6544 -0.6610 0.06 -0.03 0.11 0.339
H 2.3792 -6.8692 4.0846 0.06 -0.13 -0.07 0.397
H 0.1536 2.7753 0.0510 0.00 -0.09 -0.03 0.271
H 0.8711 1.5166 6.3847 0.13 0.27 0.12 0.364
H -6.4186 1.9717 -3.3345 -0.03 0.02 0.00 0.462
H 4.1138 -2.5900 1.4200 0.28 0.02 -0.05 0.337
H 0.6995 -9.9594 -2.1014 -0.07 -0.01 0.00 0.272
H 2.8483 2.1621 -2.5265 -0.11 0.20 -0.06 0.309
H 0.0337 -7.5636 4.1344 0.02 0.01 0.04 0.317
```
Forces are in eV/Å.

***

Entry 2:
The following is a quantum chemistry calculation of a cluster of 6 separate species, C26H68N4O2 in total, from OMol25.

Properties
- E_HOMO: -0.291 Ha
- ΔE to the lowest compared entry with this formula, charge and spin: 0.0 kJ/mol
- Kohn-Sham gap: 8.63 eV

XYZ file:
```
100
Properties=species:S:1:pos:R:3:forces:R:3:mulliken_charge:R:1
O -3.1033 -0.1720 1.1850 -0.65 -0.49 0.05 -0.305
O -0.6624 1.0747 1.3272 -0.60 0.28 0.49 -0.754
N 1.2276 -2.9368 -2.4220 -0.06 -1.67 0.57 0.185
N -3.7452 0.2803 -3.1364 -0.24 -0.94 -0.14 0.109
N 0.4189 3.4161 0.1798 -0.74 -0.69 -1.79 0.250
N 3.0151 -1.5042 5.7307 -0.59 0.36 1.96 0.147
C 0.5051 3.9802 1.4986 0.87 1.24 -0.06 -0.466
C 1.3034 2.8223 -2.0451 -0.24 -0.37 -0.40 -0.800
C -3.0848 -2.0543 -3.6811 -0.22 -0.33 -0.65 -1.565
C 0.4709 -1.6717 -4.4867 0.05 -0.54 0.20 -1.164
C -4.9636 2.2720 -2.3637 -0.58 0.17 0.23 -1.792
C -3.5761 -0.8578 2.3380 -0.10 0.09 -0.57 -0.715
C -0.0625 0.0489 0.6148 0.54 -1.52 0.23 -0.616
C -3.2653 0.9011 -4.3821 0.76 0.49 0.85 -0.990
C 3.0744 -1.8730 4.3311 0.47 1.39 -0.57 -1.054
C 1.8538 -3.5680 6.6195 -0.69 1.85 0.77 -1.246
C -1.2153 5.1187 -0.8238 0.65 -1.02 0.58 -1.528
C 0.8566 -1.6468 -2.9811 -0.11 0.26 -1.24 0.882
C 3.5967 -3.0676 -3.3592 -0.45 -0.46 0.55 -1.366
C 1.4252 3.7494 -0.8618 0.33 -0.70 1.20 -0.598
C -3.0230 -0.9180 -2.6854 0.05 0.57 -0.65 0.646
C -0.8045 -3.4412 -0.9717 0.03 0.04 -1.35 -0.817
C 1.7876 -1.9768 6.4469 1.06 -1.75 -1.97 -0.506
C 0.0742 -3.8574 -2.2016 0.53 0.29 1.63 -0.642
C 2.1025 -1.0750 3.4494 -0.76 -0.26 0.19 -0.600
C 2.2450 -3.7627 -3.1326 0.29 1.58 -0.24 -0.497
C -0.9168 3.6571 -0.3613 -0.93 -0.03 -0.03 -0.224
C 1.6813 3.4989 2.3102 0.25 -0.27 1.00 -1.324
C 3.2960 -0.0884 6.1325 1.02 -0.76 -0.41 -0.469
C -1.9057 1.6787 -4.2783 -0.84 0.28 -0.58 -0.497
C -4.0115 1.1459 -2.0027 -0.51 0.47 -0.86 0.530
C 4.6076 0.4702 5.5573 -0.43 -0.95 -0.52 -1.398
H -5.8336 1.8829 -2.8926 -0.15 -0.18 0.18 0.400
H -1.9428 2.5436 -3.6160 -0.05 -0.33 0.64 0.070
H -0.7137 5.7764 -0.1140 -0.57 0.32 0.15 0.304
H -3.1371 1.5831 -1.5205 0.60 -0.04 0.03 -0.271
H -2.2696 0.2668 1.3693 0.22 0.43 0.22 0.400
H 1.0804 -1.4311 3.5783 -0.14 -0.13 0.03 0.241
H 4.0862 -1.6099 4.0226 0.15 -0.11 -0.19 0.365
H -2.4847 -2.9200 -3.4009 0.21 0.16 0.14 0.255
H -2.2938 5.2659 -0.8807 0.17 0.27 0.03 0.425
H -1.2017 -2.4411 -1.1451 0.05 0.10 0.46 -0.137
H 2.7291 -3.7941 7.2285 -0.07 -0.23 -0.12 0.298
H 3.4748 -0.1373 7.2066 -0.46 0.06 0.13 0.474
H -1.0482 1.0351 -4.0818 -0.10 0.04 0.27 -0.071
H -3.4058 -1.2570 -1.7228 -0.17 0.25 0.03 0.400
H 2.2732 -1.1095 2.3734 0.39 -0.08 0.07 0.467
H -1.7163 2.1873 -5.2235 0.05 -0.31 -0.41 0.572
H -4.0613 1.5548 -4.7387 0.12 0.26 0.09 0.413
H 2.6896 3.6147 1.9126 -0.22 0.13 -0.53 0.347
H -2.8035 -1.4719 2.8009 0.10 -0.02 0.10 0.258
H -0.3230 -0.8584 1.1597 0.17 -0.26 -0.14 0.385
H 1.8376 -4.1151 -4.0802 -0.05 -0.21 -0.29 0.444
H 1.8096 -4.1859 5.7227 0.34 0.49 -0.23 0.321
H 1.6437 -1.4445 7.3872 0.33 -0.29 0.05 0.473
H 1.0247 0.1266 0.6197 0.15 0.09 -0.12 0.400
H -4.6192 3.0910 -2.9951 0.61 -0.11 0.06 0.303
H 0.9334 -1.7433 5.8113 -0.47 0.06 0.11 0.237
H 2.5302 -4.6355 -2.5452 -0.63 -0.02 0.25 0.422
H -0.7334 5.3586 -1.7716 -0.28 -0.25 -0.24 0.359
H -1.2049 2.9404 -1.1304 0.58 0.03 -0.48 0.067
H -0.4156 -4.0880 -3.1477 -0.66 0.23 0.00 0.400
H 2.3952 3.5357 -0.4130 0.16 0.54 0.03 0.388
H 1.5670 2.4553 2.6036 -0.05 -0.17 -0.22 0.137
H 2.4864 0.6096 5.9195 -0.37 0.03 0.01 0.363
H 1.2928 1.7902 -1.6946 -0.24 -0.09 -0.01 0.078
H 1.6333 -0.8986 -2.8227 0.33 -0.18 0.09 0.342
H 4.5240 0.5835 4.4765 0.01 0.36 -0.07 0.274
H 0.9413 -3.8212 7.1592 0.07 -0.25 0.31 0.414
H 2.9999 -2.9476 4.1640 -0.23 0.02 0.35 0.349
H -3.1441 0.1778 -5.1885 -0.13 -0.31 0.31 0.358
H -4.3798 -1.5135 2.0030 0.04 -0.08 0.02 0.250
H 1.7088 4.0435 3.2540 -0.11 0.14 0.09 0.440
H -4.0094 -0.1823 3.0756 0.12 0.15 0.15 0.279
H -5.2880 2.7095 -1.4195 -0.21 0.19 -0.06 0.504
H 0.5131 5.0676 1.4241 0.33 0.48 0.16 0.468
H -1.5740 3.2873 0.4258 -0.50 0.77 0.19 0.555
H -0.4413 -2.2589 -4.5930 -0.04 0.03 -0.16 0.174
H -0.4110 -0.1071 -0.4062 -0.18 0.39 -0.20 0.105
H -0.2952 1.8930 0.9847 0.35 0.56 -0.36 0.227
H 1.3374 4.7830 -1.1966 0.24 0.26 0.23 0.251
H -0.0114 -1.2522 -2.4529 0.06 -0.22 0.27 -1.391
H 0.4940 -4.8066 -1.8687 0.26 -0.09 -0.28 0.441
H 0.4028 3.0306 -2.6227 -0.05 -0.19 -0.01 0.082
H -2.7854 -1.7363 -4.6797 0.34 -0.03 0.06 0.244
H -4.0896 -2.4439 -3.8448 -0.27 0.20 0.37 0.410
H -1.6657 -4.0909 -0.8162 -0.04 -0.17 -0.34 0.414
H -0.2231 -3.5215 -0.0532 0.19 0.39 -0.16 0.354
H 5.3682 -0.2986 5.6934 0.25 0.15 0.22 0.369
H -1.9965 -0.5923 -2.5170 0.57 -0.37 0.19 -0.392
H 3.5845 -2.1480 -3.9443 -0.07 -0.12 -0.03 0.289
H 4.2432 -3.8228 -3.8060 0.17 0.25 -0.28 0.431
H -4.4970 0.5392 -1.2384 0.07 -0.04 0.00 0.447
H 2.0600 -0.0354 3.7743 0.26 0.13 -0.14 0.087
H -0.4266 3.8011 2.0352 0.02 -0.46 0.00 0.383
H 2.1375 2.8822 -2.7442 0.15 0.34 0.14 0.497
H 3.9964 -2.8822 -2.3622 0.18 0.38 -0.06 0.316
H 1.2322 -2.1604 -5.0947 0.14 -0.04 0.06 0.409
H 4.9165 1.4090 6.0171 -0.13 -0.09 -0.01 0.395
H 0.2974 -0.7057 -4.9609 -0.02 0.20 0.38 0.423
```
Forces are in eV/Å.